Entry 1
CdN4O12 | wB97M-V/def2-TZVPD

ORCA input file:
```
! wB97M-V def2-TZVPD RIJCOSX def2/J DEFGRID3
* xyz -2 1
Cd 0.23881 0.24504 0.21008
O -2.56034 -1.58195 1.78589
O 2.44062 -0.69932 0.00954
O 2.90340 -1.36800 -1.99835
O -1.80173 -0.44830 0.25777
O -0.86805 0.08863 3.62791
O 0.61857 -0.45012 2.18086
O 0.94538 -1.34493 -1.17124
O -3.32207 0.24046 1.63523
O -0.16141 1.61316 -3.66046
O 1.69166 1.02360 -3.17055
O 0.21204 1.45419 -1.59127
O -0.28843 1.31311 1.91554
N -0.10587 0.39950 2.68320
N -2.64914 -0.61365 1.11947
N 0.58101 1.39954 -2.77745
N 2.12555 -1.27104 -1.05613
*
```

The LUMO energy comes out at 6.1 eV. The value obtained for the HOMO energy is -0.092 Ha. For the gap between HOMO and LUMO, the calculation gives 8.64 eV.

Entry 2
CdN4O12 | wB97M-V/def2-TZVPD

ORCA input file:
```
! wB97M-V def2-TZVPD RIJCOSX def2/J DEFGRID3
* xyz -2 1
Cd 0.20740 0.28443 -0.07603
O 1.51570 -0.99237 1.07160
O -3.68335 0.06973 0.04631
O 0.37131 -2.86995 1.22618
O 1.04400 2.21179 0.30471
O -3.20888 -0.06565 2.16728
O -0.02750 -1.29515 -3.66067
O 0.75379 -1.65930 2.95367
O -1.13904 -1.02482 -1.83656
O 2.62563 1.54324 -0.97687
O 0.28148 0.44053 -2.37611
O -1.69911 0.40077 0.71041
O 3.03038 3.07952 0.44590
N -2.90912 0.11021 1.00338
N 2.27231 2.28661 -0.08546
N -0.27917 -0.64825 -2.65244
N 0.84420 -1.87134 1.73472
*
```

The LUMO energy comes out at 5.9 eV. The value obtained for the HOMO energy is -0.126 Ha. For the gap between HOMO and LUMO, the calculation gives 9.35 eV.

entry 2 ends up most stable, edging out the next structure by 0.1139 hartree.

Entry 1
C12H17P | wB97M-V/def2-TZVPD

ORCA input file:
```
! wB97M-V def2-TZVPD RIJCOSX def2/J DEFGRID3
* xyz 0 1
P -0.00385 -0.55279 -0.69260
C 2.20344 1.20330 -1.05821
C 2.67993 -1.33854 -1.14259
C -1.31409 1.17966 1.29736
C -1.01056 1.40099 -0.13438
C -0.89474 -1.14721 0.87027
C -2.22608 1.25824 -0.90228
C -2.28626 -1.64569 0.41212
C -1.22393 -0.00832 1.86840
C 1.91366 -0.14326 -0.35185
C 2.33764 0.07617 1.07032
C -3.12024 0.29078 -1.07170
C -3.13034 -0.95445 -0.30832
H 1.63155 0.60015 1.60543
H 1.38198 1.53615 -1.85557
H 2.28661 2.04676 -0.23744
H 2.53764 -0.90629 1.66237
H 3.68338 -1.46811 -0.86519
H -1.69846 1.87658 2.16006
H -0.29080 2.26126 -0.49481
H -3.99501 0.41247 -1.58600
H -0.29666 -1.90663 1.42227
H -1.42213 -0.30628 2.92269
H 3.21292 0.69299 1.14833
H 2.03801 -2.22399 -0.74062
H -4.03086 -1.52133 -0.36531
H -2.48610 -2.61370 0.77254
H -2.16894 2.08030 -1.58278
H 3.14132 1.07219 -1.59498
H 2.55100 -1.25139 -2.22754
*
```

The LUMO energy comes out at 0.6 eV. As for the SMILES: CC(C)(C)P1[C@@H]2C=CC=C[C@H]1C=C2. The value obtained for the HOMO energy is -0.289 Ha. For the gap between HOMO and LUMO, the calculation gives 8.48 eV.

Entry 2
C12H17P | wB97M-V/def2-TZVPD

ORCA input file:
```
! wB97M-V def2-TZVPD RIJCOSX def2/J DEFGRID3
* xyz 0 1
P -1.75391 -2.08989 -2.16389
C 0.57521 1.68782 -0.20203
C 1.21459 0.62984 -0.78534
C -1.79051 0.51907 0.90259
C 2.28606 -1.61111 -0.40946
C 2.30370 -1.86938 -1.75978
C 1.23646 0.28222 -2.15125
C 1.73940 -0.41315 0.06629
C -1.50273 -3.70473 -1.74698
C 1.77868 -0.88797 -2.68055
C 0.32104 1.82042 1.25341
C -1.53201 2.04983 3.03539
C -1.22034 1.81462 1.60213
H 0.79995 2.76795 1.69605
H 2.81013 -2.79215 -2.23976
H 0.97414 1.06559 -2.92805
H -1.08124 3.06163 3.14684
H -1.60491 2.58464 0.96331
H -0.00779 2.46977 -0.79343
H 1.71140 -0.34223 1.14035
H 2.64387 -2.45569 0.18035
H 0.84030 1.04853 1.73315
H -2.65565 1.99084 3.25864
H -2.08971 -0.16539 1.57602
H 1.58716 -1.18616 -3.67585
H -0.84419 1.36515 3.65152
H -2.38163 -4.20715 -1.30690
H -0.67184 -4.23889 -1.92517
H -0.95086 0.10930 0.26467
H -2.73476 0.69671 0.29775
*
```

The LUMO energy (spin up / spin down) comes out at -0.6 / -0.5 eV. The value obtained for the HOMO energy (spin up / spin down) is -0.259 / -0.294 Ha. For the gap between HOMO and LUMO (spin up / spin down), the calculation gives 6.48 / 7.51 eV.

entry 1 ends up most stable, edging out the next structure by 0.0088 hartree.

Entry 1
Cl2HNS | wB97M-V/def2-TZVPD

ORCA input file:
```
! wB97M-V def2-TZVPD RIJCOSX def2/J DEFGRID3
* xyz 0 1
Cl -0.03436 1.52427 0.74324
Cl 3.26339 1.08004 -0.22794
S 3.32554 -1.88063 -0.25129
N 3.99382 -0.53239 -0.38035
H 1.25052 1.24789 0.26034
*
```

The LUMO energy comes out at -2.2 eV. As for the SMILES: S=NCl.Cl. The value obtained for the HOMO energy is -0.354 Ha. For the gap between HOMO and LUMO, the calculation gives 7.43 eV.

Entry 2
Cl2HNS | wB97M-V/def2-TZVPD

ORCA input file:
```
! wB97M-V def2-TZVPD RIJCOSX def2/J DEFGRID3
* xyz 0 1
Cl 1.44914 -0.37183 -1.52742
Cl 1.12320 1.84979 0.13114
S -1.72913 -0.26342 0.28306
N 1.07440 0.14585 0.04272
H -1.91761 -1.36040 1.07050
*
```

The LUMO energy (spin up / spin down) comes out at -2.2 / -1.7 eV. The value obtained for the HOMO energy (spin up / spin down) is -0.352 / -0.367 Ha. For the gap between HOMO and LUMO (spin up / spin down), the calculation gives 7.36 / 8.30 eV.

entry 1 ends up most stable, edging out the next structure by 0.0649 hartree.